1.
The following is a quantum chemistry calculation of a cluster of 2 separate species, C9H25FN4O3P in total, from the Open Molecules 2025 dataset.

HOMO = -0.0179 Ha
Largest force on an atom = 2.2 eV/Å
Multiplicity = 1
E = -1243.69771 a.u.
Total charge = -1

Last column: natural (NBO) charge in e.
Cartesian coordinates (Å):
N  -0.505724  -4.063529  -0.437781  -0.86
C  -2.705608  0.432304  0.659374  -0.81
H  -2.354200  -3.298439  -1.571277  0.37
O  -0.572497  0.510042  -1.012219  -0.80
N  0.608206  -2.120627  -1.385406  -0.84
H  1.678625  0.254347  -2.235054  0.18
H  -3.132509  -0.105621  1.491106  0.24
H  0.575382  1.986600  -0.011497  0.23
C  -0.640441  -2.626053  -0.845940  0.41
N  -1.705440  -2.565243  -1.838854  -0.84
H  -2.057533  -2.203662  0.725835  0.24
H  1.838947  3.551508  1.654558  0.07
C  1.840156  0.916790  -1.388693  -0.42
H  3.353860  -0.394712  -0.685998  0.18
H  -5.408643  0.275887  -1.258272  0.35
H  0.564072  -2.065700  -2.394188  0.37
C  -1.055597  -1.915469  0.433402  -0.82
C  0.515664  1.488671  -0.972307  -0.09
O  3.566342  2.914941  0.700938  -0.88
H  3.843918  4.496251  2.815440  0.08
H  3.039058  0.988790  0.329168  0.31
H  0.244915  2.244972  -1.696934  0.19
C  -3.497262  0.160371  -0.608094  -0.24
H  -5.258345  -0.551523  0.099600  0.34
H  1.935749  -0.409054  0.333836  0.17
H  2.359951  1.920290  2.069614  0.07
H  4.396106  2.868505  3.209923  0.07
H  1.368380  -2.734895  -1.136028  0.37
H  -2.721905  1.499481  0.833180  0.27
H  2.443194  1.742344  -1.744349  0.24
H  -1.324289  -2.889061  -2.722762  0.35
H  -0.067786  -4.571590  -1.200113  0.35
C  3.473726  3.491925  3.129949  -0.01
N  -4.942459  0.296600  -0.357257  -0.82
F  -0.008978  0.323791  1.730054  -0.54
C  2.756085  2.918852  1.747947  -0.06
C  2.569088  0.227986  -0.263700  -0.63
H  -3.173626  0.810677  -1.403789  0.21
O  2.657131  3.465312  4.159900  -0.84
H  -3.271346  -0.847455  -0.945940  0.19
H  -0.400892  -2.243685  1.229389  0.26
P  -0.975452  -0.078110  0.426918  2.05
H  0.151974  -4.102808  0.336320  0.35

Atomic forces in eV per Å
0.040 0.492 0.288
0.598 0.521 -0.435
-0.240 0.137 0.061
-0.259 -0.744 1.919
-0.403 0.055 -0.172
-0.137 -0.143 -0.250
-0.033 -0.095 0.480
0.015 -0.063 0.405
0.238 -1.637 -0.205
0.249 0.054 -0.099
-0.377 -0.048 0.009
-0.047 0.313 0.040
-0.241 -0.439 0.134
0.234 -0.216 0.004
-0.096 0.178 -0.010
0.096 0.228 -0.008
0.499 0.909 -0.103
0.844 1.199 -1.016
-0.216 -0.221 -0.474
-0.201 0.132 -0.133
0.351 0.543 0.560
-0.474 0.121 -0.165
-0.277 -0.943 0.107
-0.051 0.056 0.200
-0.240 -0.216 0.181
0.133 -0.193 0.229
-0.059 -0.266 -0.044
0.148 0.105 0.075
-0.008 0.229 0.486
0.197 0.336 0.064
-0.010 0.141 -0.110
-0.068 -0.015 -0.089
-0.358 -0.168 -0.016
0.163 0.068 -0.239
-1.354 -0.505 -1.596
0.334 0.171 -0.156
0.337 -0.478 -0.577
-0.028 0.411 -0.169
-0.060 0.076 0.419
0.159 -0.219 -0.245
0.242 0.064 0.275
0.393 0.271 0.336
-0.031 -0.202 0.040

***

2.
The following is a quantum chemistry calculation of a cluster of 2 separate species, C9H25N4 in total, from the Open Molecules 2025 dataset.

HOMO = -0.4565 Ha
Largest force on an atom = 7.1 eV/Å
Multiplicity = 1
E = -576.58729 a.u.
Total charge = +1
Energy above the lowest of the compared OMol25 structures with the same formula, charge and spin = 0.0 kJ/mol

Last column: natural (NBO) charge in e.
Cartesian coordinates (Å):
H  -4.561426  1.409618  0.732041  0.18
H  3.596277  1.218616  0.394470  0.21
N  -2.388761  0.047638  0.121639  -0.24
H  -1.753268  0.296084  -2.397110  0.26
N  -0.081319  0.359722  0.195047  -0.75
H  -0.108590  -0.228730  -2.263330  0.23
H  4.710170  0.470453  -1.544345  0.22
H  3.988158  2.078975  -2.172287  0.24
C  3.119730  -0.963671  0.644765  -0.23
H  -3.305821  0.450837  1.811936  0.22
N  2.316983  -0.184219  -0.307558  -0.61
C  -1.138222  -0.020354  -0.445075  0.57
H  -4.279143  -1.919902  0.871481  0.18
H  3.252919  0.531403  -2.559205  0.19
N  -3.727460  -0.154965  -0.484525  -0.26
C  -1.108558  -0.389383  -1.871729  -0.68
H  0.954689  0.074317  -0.135437  0.43
H  -5.563212  0.776226  -0.575125  0.23
H  4.065429  0.023452  2.437760  0.23
H  -5.291968  -1.467224  -0.503143  0.22
H  -0.141880  0.370933  1.217478  0.40
H  -1.737427  -0.196196  2.173568  0.21
H  -4.111185  1.730717  -0.966182  0.21
H  2.696262  -2.009612  0.696790  0.21
C  -4.495085  0.994133  -0.309823  -0.42
H  2.408147  -0.569143  -1.198855  0.38
C  3.864316  0.979749  -1.703743  -0.61
C  2.989474  1.083495  -0.534729  -0.24
H  2.268852  1.926113  -0.659209  0.21
C  3.092370  -0.510457  2.145855  -0.63
H  -3.755121  -2.178087  -0.852429  0.20
H  4.151563  -1.049856  0.388275  0.20
H  -1.981381  1.547437  1.936380  0.23
H  2.271654  0.165689  2.260283  0.20
C  -4.313286  -1.451665  -0.248851  -0.40
H  -1.552181  -1.368650  -2.092866  0.26
C  -2.323460  0.499423  1.572276  -0.46
H  3.018596  -1.401130  2.842111  0.24

Atomic forces in eV per Å
0.166 -0.318 -0.710
-0.527 0.740 -0.758
1.446 0.872 1.779
-0.308 0.400 -0.203
-0.088 -0.623 1.079
0.052 -0.488 -0.167
3.329 -1.698 0.310
0.538 -2.447 1.253
-1.317 -2.492 1.891
-2.810 -0.343 1.586
0.957 0.396 1.454
-3.660 0.129 -0.762
0.060 1.496 -2.172
0.901 0.126 0.922
3.329 -1.145 0.307
0.188 0.070 -0.552
-0.071 0.003 0.297
1.040 0.148 -0.024
-1.515 -0.590 -0.443
-2.989 0.228 -1.065
-0.078 0.476 -0.594
-0.252 -0.295 -0.085
0.121 1.122 -0.522
0.462 0.981 -0.565
-2.520 1.112 1.115
-0.182 -1.727 -1.539
-3.524 4.411 -4.299
-0.078 1.544 2.072
0.365 -0.643 0.308
1.702 -0.247 -0.072
-0.312 0.021 0.094
0.696 -0.018 -0.793
-0.306 -1.348 -1.718
-0.550 0.409 0.600
3.757 -2.033 3.222
0.533 0.085 0.272
1.581 0.582 -0.605
-0.135 1.107 -0.915

***

3.
The following is a quantum chemistry calculation of a structure of composition C9H26Cl2N2Si2, from the Open Molecules 2025 dataset.

HOMO = -0.2170 Ha
Largest force on an atom = 1.7 eV/Å
Multiplicity = 1
E = -1967.37288 a.u.
Energy above the lowest of the compared OMol25 structures with the same formula, charge and spin = 39.9 kJ/mol

Last column: natural (NBO) charge in e.
Cartesian coordinates (Å):
H  2.038928  -0.339132  1.034301  0.19
Cl  0.244259  -3.073564  -4.173508  0.04
H  -1.256301  -1.712435  1.071189  0.24
H  -3.739196  -0.366732  3.995584  0.22
H  -2.613589  -1.214635  2.943768  0.21
H  1.276552  0.279057  -3.645106  0.46
H  4.507728  -0.693084  -4.671129  0.25
Si  -2.005923  1.219566  3.142992  1.82
C  -3.071554  2.667691  3.723658  -1.12
H  -1.261251  0.857702  5.500152  0.22
H  0.141686  -0.482579  -4.596831  0.45
H  0.919586  0.769059  -1.358669  0.13
H  -0.026317  1.723289  4.575956  0.23
H  0.789762  2.379524  -0.603140  0.25
C  -0.754688  0.911720  4.529421  -1.13
H  -3.869035  -0.174619  2.242204  0.22
C  0.250139  1.452672  -0.797904  -1.11
C  2.647364  -1.794085  -4.622752  -0.23
H  -3.861072  2.879777  2.999524  0.22
H  -0.623336  1.680797  -1.418380  0.22
C  -1.089919  -1.028534  0.239301  -1.13
H  1.773502  -2.066193  -2.709220  0.26
Si  -0.281210  0.594355  0.808597  1.83
Cl  3.294605  -3.448456  -4.681061  0.01
H  4.047556  -1.383907  -3.098998  0.24
C  -3.162133  -0.277749  3.067904  -1.13
H  -2.048827  -0.827231  -0.243185  0.23
H  -0.447488  -1.561871  -0.486837  0.16
N  0.679241  -0.549085  -3.727249  -0.70
C  1.419398  -1.838755  -3.705579  -0.07
C  1.324321  0.155686  1.709270  -1.13
H  -2.465054  3.566946  3.848817  0.22
H  3.269271  0.069643  -3.677726  0.20
H  -0.219799  -0.031610  4.397224  0.21
H  -0.013016  -0.523960  -2.963520  0.49
H  2.390098  -1.502844  -5.635845  0.23
H  1.798532  1.057667  2.097575  0.24
N  -1.292883  1.602338  1.659196  -1.73
H  1.144250  -0.531090  2.536863  0.23
C  3.690346  -0.884641  -3.991808  -0.63
H  -3.544531  2.439300  4.684948  0.21

Atomic forces in eV per Å
0.066 0.015 0.093
-0.102 0.199 0.071
-0.050 -0.007 0.016
-0.023 -0.029 -0.035
0.003 -0.013 -0.066
-0.016 -0.033 0.265
0.202 -0.005 -0.091
0.274 0.692 -0.908
-0.051 -0.211 0.213
0.050 0.010 0.009
0.089 0.004 -0.027
0.122 0.143 0.006
0.027 -0.003 -0.050
0.011 -0.005 -0.018
-0.265 -0.169 0.273
0.028 0.000 -0.041
0.218 -0.387 -0.592
0.007 0.012 0.435
0.024 0.029 -0.028
-0.036 0.043 0.049
0.486 -0.161 -0.508
-0.232 0.195 0.385
-0.904 0.943 1.089
0.138 0.032 -0.199
0.290 0.050 0.160
-0.061 -0.067 0.381
-0.045 0.024 0.066
-0.057 -0.098 0.019
-0.569 0.192 0.076
0.254 -0.753 -0.603
0.253 -0.376 -0.572
0.004 0.013 -0.044
0.046 0.213 -0.087
0.066 0.019 -0.033
0.178 0.172 0.174
-0.160 0.000 -0.147
-0.048 0.020 0.046
0.168 -0.726 0.098
-0.041 0.053 0.069
-0.314 -0.101 0.061
-0.031 0.074 -0.004